112
Properties=species:S:1:pos:R:3:mulliken_charge:R:1 method="wB97M-V/def2-TZVPD" total_charge=+3 total_energy_ha=-7635.8125 de_lowest_kcal_mol=50.87
Hf -0.485 0.666 0.411 -1.633
Br -2.182 1.545 2.363 0.054
C -0.655 2.067 3.484 1.246
C -1.022 2.635 4.662 -0.705
C -0.013 3.063 5.547 -0.963
C 1.295 2.883 5.206 -0.941
C 1.660 2.278 3.977 1.292
C 3.032 2.058 3.679 -1.004
C 3.412 1.440 2.528 -1.336
C 2.429 1.050 1.600 -0.062
C 1.081 1.257 1.793 1.936
C 0.675 1.856 3.043 -0.932
H -2.066 2.762 4.923 0.514
H -0.291 3.523 6.487 0.432
H 2.085 3.197 5.882 0.498
H 3.772 2.382 4.404 0.486
H 4.459 1.248 2.323 0.565
H 2.781 0.560 0.699 0.481
C -1.948 1.942 -4.232 -0.730
N -0.581 2.288 -3.862 0.347
C 0.056 3.266 -4.754 -1.191
C 0.018 1.880 -2.729 0.171
N -0.629 1.631 -1.583 0.787
C -1.967 2.109 -1.376 -0.249
C -2.274 3.431 -1.607 -0.425
C -3.544 3.951 -1.330 -1.027
C -4.509 3.140 -0.801 -1.215
C -4.260 1.769 -0.575 1.528
C -5.303 0.935 -0.113 -1.239
C -5.114 -0.410 0.019 -1.378
C -3.868 -0.976 -0.286 -0.761
C -2.803 -0.211 -0.712 0.775
N -1.504 -0.781 -0.951 0.808
C -1.339 -1.939 -1.605 0.294
N -2.323 -2.550 -2.304 0.350
C -2.536 -4.000 -2.226 -1.173
C -3.326 -1.839 -3.091 -0.736
N -0.128 -2.533 -1.622 0.556
C 0.268 -3.465 -2.688 -1.185
C 0.957 -2.227 -0.710 0.912
C -2.973 1.214 -0.868 -0.831
N 1.349 1.697 -2.763 0.312
C 2.049 1.285 -3.987 -1.246
C 2.098 1.527 -1.536 -0.530
H -1.949 1.595 -5.265 0.519
H -2.617 2.801 -4.153 0.305
H -2.325 1.146 -3.599 -0.065
H -0.638 4.094 -4.905 0.409
H 0.286 2.832 -5.727 0.383
H 0.965 3.659 -4.308 0.365
H -1.503 4.082 -2.001 0.655
H -3.747 4.998 -1.522 0.526
H -5.494 3.533 -0.569 0.509
H -6.266 1.383 0.108 0.530
H -5.922 -1.051 0.351 0.496
H -3.754 -2.050 -0.208 0.777
H -1.882 -4.446 -1.480 0.286
H -2.378 -4.488 -3.189 0.374
H -3.569 -4.179 -1.922 0.434
H -3.075 -0.788 -3.181 -0.014
H -4.322 -1.927 -2.652 0.323
H -3.352 -2.274 -4.091 0.473
H -0.359 -3.329 -3.563 0.429
H 0.223 -4.505 -2.366 0.223
H 1.299 -3.246 -2.966 0.430
H 0.702 -1.431 -0.022 -0.821
H 1.844 -1.934 -1.273 0.575
H 1.215 -3.095 -0.099 -0.494
H 1.336 0.985 -4.750 0.427
H 2.683 0.428 -3.753 0.404
H 2.683 2.079 -4.382 0.353
H 1.698 2.135 -0.730 -0.199
H 3.128 1.846 -1.690 0.558
H 2.128 0.467 -1.250 0.038
C 1.654 -1.479 3.264 -0.964
C 0.347 -1.939 2.727 0.611
N -0.530 -1.249 1.979 0.688
C -1.643 -2.076 1.831 -0.751
C -1.438 -3.239 2.476 -0.944
N -0.171 -3.151 3.014 0.344
C 0.510 -4.288 3.670 -1.489
N 1.676 -4.681 2.958 0.816
N 2.925 -4.360 3.425 -0.539
N 3.790 -4.772 2.588 -0.587
C 3.134 -5.379 1.522 0.621
C 3.642 -5.980 0.368 -0.705
C 2.730 -6.504 -0.523 -0.714
C 1.344 -6.439 -0.277 -0.717
C 0.829 -5.847 0.861 -0.594
C 1.767 -5.327 1.758 0.896
H 1.551 -0.469 3.650 0.030
H 2.433 -1.479 2.503 0.140
H 1.993 -2.125 4.069 0.662
H -2.540 -1.741 1.353 0.597
H -2.063 -4.113 2.591 0.551
H -0.205 -5.104 3.663 0.508
H 0.777 -4.057 4.696 0.286
H 4.712 -6.044 0.205 0.488
H 3.080 -7.001 -1.419 0.446
H 0.665 -6.892 -0.991 0.537
H -0.237 -5.839 1.060 0.442
Br -0.392 4.161 0.796 0.101
C 1.315 5.077 0.699 0.606
C 1.291 6.457 0.657 -0.799
C 2.526 7.087 0.627 -0.351
C 3.683 6.324 0.644 -0.785
C 3.563 4.945 0.684 -0.290
N 2.377 4.319 0.710 0.020
H 0.364 7.012 0.667 0.468
H 2.579 8.169 0.598 0.425
H 4.658 6.793 0.630 0.452
H 4.438 4.304 0.705 0.437